This record from the Open Molecules 2025 dataset describes a molecular structure, C32H41GeN3O5PS6SbTe2W. The level of theory is wB97M-V/def2-TZVPD.

Each line ends with the Mulliken charge.
Cartesian coordinates (Å):
W -1.27 -0.95 -0.08  -1.319
S -5.81 1.53 1.53  -0.715
Sb -3.87 0.47 1.99  0.640
S -2.07 1.22 0.54  -0.211
S -3.60 -1.53 0.77  -0.136
S -3.13 0.33 4.13  -0.651
N 2.03 -1.25 -3.87  0.057
C 2.45 -2.63 -3.47  -0.712
C 1.96 -2.78 -1.99  0.419
O 2.58 -3.55 -1.26  -0.780
O 1.01 -1.99 -1.77  0.243
H 2.10 -1.05 -4.86  0.445
H 2.53 -0.54 -3.32  0.276
H 1.02 -1.18 -3.60  -0.667
H 3.52 -2.76 -3.59  0.379
H 1.89 -3.32 -4.11  0.377
C -3.65 -4.75 -1.90  -1.152
C -4.29 -3.44 -2.30  0.339
O -3.51 -2.76 -3.30  -0.183
P -2.35 -1.72 -2.89  -0.173
O -1.81 -2.30 -1.54  0.306
Te -1.20 -1.68 -5.02  -0.520
O -3.18 -0.46 -2.40  0.432
C -4.24 0.13 -3.19  -0.103
C -5.48 0.18 -2.33  -0.922
H -4.30 -5.27 -1.19  0.364
H -2.69 -4.59 -1.43  0.103
H -3.52 -5.39 -2.78  0.314
H -4.42 -2.78 -1.43  -0.276
H -5.26 -3.60 -2.76  0.358
H -4.38 -0.45 -4.10  0.404
H -3.90 1.13 -3.46  0.069
H -5.85 -0.82 -2.12  0.205
H -6.26 0.74 -2.85  0.431
H -5.29 0.68 -1.37  0.022
C 2.81 -2.38 2.50  -0.727
N 1.52 -2.90 2.09  -0.321
C 0.41 -1.97 1.99  -0.221
S -0.91 -2.98 1.22  -0.404
N 0.09 -1.41 3.28  0.818
C -0.12 -2.39 4.33  -1.102
H 3.52 -3.21 2.48  0.484
H 2.77 -1.99 3.52  0.213
H 3.21 -1.58 1.87  0.097
H 1.60 -3.35 1.18  0.348
H -0.76 -0.85 3.19  -0.416
H -0.80 -3.19 4.03  0.284
H -0.56 -1.87 5.19  0.314
H 0.82 -2.84 4.64  0.357
Te -0.13 0.69 -2.04  -0.303
C -1.41 2.19 -2.79  0.557
C -2.45 2.94 -2.30  -0.844
C -2.96 3.87 -3.25  -0.689
C -2.31 3.82 -4.44  -0.526
S -1.08 2.63 -4.42  -0.134
H -2.83 2.84 -1.30  0.595
H -3.78 4.54 -3.04  0.387
H -2.49 4.40 -5.32  0.392
C 0.41 -0.85 0.95  0.420
Ge 1.35 0.85 1.45  2.902
C 2.61 1.07 -0.09  1.495
C 3.13 2.25 -0.62  -1.583
C 4.08 2.24 -1.62  -1.229
C 4.58 1.04 -2.10  -0.297
C 4.11 -0.15 -1.56  -1.575
C 3.13 -0.13 -0.58  0.260
C 2.72 0.78 2.90  -0.251
C 2.37 0.57 4.24  0.056
C 3.31 0.57 5.25  -0.757
C 4.65 0.79 4.95  -0.545
C 5.02 1.01 3.64  -0.840
C 4.06 1.01 2.63  0.529
C 0.37 2.48 1.89  -0.111
C 0.32 3.57 1.03  0.271
C -0.38 4.72 1.37  -1.052
C -1.07 4.78 2.57  -0.503
C -1.06 3.69 3.42  -0.948
C -0.34 2.55 3.09  -0.013
H 2.79 3.21 -0.25  0.435
H 4.45 3.18 -2.03  0.372
H 5.34 1.03 -2.88  0.355
H 4.52 -1.10 -1.88  0.580
H 2.75 -1.07 -0.20  0.081
H 1.34 0.35 4.49  0.082
H 3.00 0.40 6.27  0.393
H 5.40 0.78 5.74  0.339
H 6.06 1.19 3.38  0.404
H 4.39 1.20 1.62  0.267
H 0.77 3.51 0.05  0.151
H -0.42 5.55 0.67  0.405
H -1.64 5.67 2.83  0.336
H -1.64 3.70 4.33  0.409
H -0.40 1.70 3.75  0.337

Net charge: -2
Relative energy (zero: lowest compared OMol25 entry of this formula, charge and spin): 139.0 kJ/mol

---

This record from the Open Molecules 2025 dataset describes C27H36N2O4 in the gas phase. The level of theory is wB97M-V/def2-TZVPD.

Each line ends with the Mulliken charge.
Cartesian coordinates (Å):
C 6.78 -2.61 -0.57  -1.107
C 6.22 -3.68 0.37  -0.330
C 5.42 -3.10 1.54  -0.953
C 4.18 -2.30 1.14  -0.535
C 3.13 -3.13 0.41  -0.981
C 1.84 -2.35 0.17  0.613
C 2.01 -1.18 -0.82  -1.126
N 0.73 -1.09 -1.47  0.344
C 0.32 0.07 -2.21  -1.319
C 0.25 1.31 -1.36  0.550
C -0.01 1.24 0.01  0.492
C -0.09 2.39 0.77  -0.604
C 0.08 3.64 0.18  0.247
O -0.02 4.71 1.02  -0.457
C 0.24 6.00 0.50  -0.908
C 0.34 3.72 -1.18  -0.438
C 0.42 2.56 -1.93  -1.350
C -0.03 -2.19 -1.35  0.093
O -1.12 -2.37 -1.85  -0.743
C 0.73 -3.19 -0.47  0.301
C -0.21 -3.87 0.54  -1.213
C -0.98 -2.84 1.35  0.392
O -0.57 -2.39 2.40  -0.694
N -2.18 -2.51 0.82  -0.010
C -3.07 -1.57 1.44  -1.386
C -3.10 -0.20 0.80  0.807
C -3.04 -0.03 -0.58  0.049
C -3.09 1.23 -1.13  -0.687
C -3.21 2.36 -0.33  0.500
O -3.25 3.56 -0.98  -0.451
C -3.39 4.73 -0.20  -0.844
C -3.27 2.20 1.05  -0.460
C -3.21 0.93 1.60  -0.899
H 7.36 -1.88 0.00  0.288
H 7.42 -3.06 -1.32  0.382
H 5.98 -2.08 -1.08  0.225
H 5.59 -4.37 -0.21  0.251
H 7.05 -4.26 0.77  0.372
H 6.08 -2.45 2.12  0.390
H 5.11 -3.93 2.18  0.348
H 4.48 -1.45 0.52  0.289
H 3.73 -1.89 2.05  0.385
H 2.90 -4.01 1.01  0.372
H 3.52 -3.47 -0.55  0.344
H 1.48 -1.96 1.13  0.183
H 2.25 -0.24 -0.32  0.445
H 2.80 -1.40 -1.56  0.313
H 1.02 0.24 -3.05  0.397
H -0.67 -0.16 -2.62  0.321
H -0.17 0.28 0.48  0.441
H -0.28 2.33 1.83  0.501
H 0.14 6.68 1.34  0.254
H -0.47 6.27 -0.28  0.323
H 1.26 6.06 0.10  0.373
H 0.47 4.67 -1.67  0.460
H 0.62 2.63 -2.99  0.403
H 1.16 -3.95 -1.13  0.486
H -0.90 -4.52 0.00  0.399
H 0.39 -4.47 1.23  0.481
H -2.36 -2.78 -0.14  0.357
H -2.75 -1.48 2.48  0.473
H -4.08 -1.99 1.42  0.306
H -2.95 -0.89 -1.23  0.410
H -3.05 1.37 -2.20  0.458
H -4.34 4.73 0.34  0.382
H -3.38 5.55 -0.92  0.249
H -2.57 4.84 0.51  0.280
H -3.36 3.05 1.71  0.410
H -3.25 0.82 2.67  0.355

Net charge: 0
Relative energy (zero: lowest compared OMol25 entry of this formula, charge and spin): 27.5 kJ/mol

---

This record from the Open Molecules 2025 dataset describes a molecular structure, C9H20LuO2. The level of theory is wB97M-V/def2-TZVPD.

Each line ends with the Mulliken charge.
Cartesian coordinates (Å):
C 0.61 3.52 0.34  -1.206
C 0.78 2.13 0.90  -0.183
O 0.41 1.13 -0.10  -0.208
C 0.40 -0.15 0.21  0.333
C 0.56 -0.98 -1.08  -1.085
O 1.37 -2.14 -0.84  -0.276
C 2.69 -2.17 -1.19  -1.004
C -1.12 -0.57 1.02  0.127
C -1.51 -1.99 0.71  -1.419
C -2.19 0.45 0.79  -0.476
C -2.69 0.67 -0.64  -1.085
H 0.31 4.20 1.14  0.366
H 1.51 3.88 -0.14  0.378
H -0.19 3.53 -0.40  0.334
H 1.82 1.90 1.17  0.415
H 0.16 1.94 1.78  0.352
H 1.16 -0.38 0.96  0.453
H -0.39 -1.37 -1.45  0.397
H 0.99 -0.35 -1.86  0.563
H 3.24 -1.22 -0.99  0.698
H 3.16 -2.97 -0.55  0.474
H 2.85 -2.42 -2.27  0.633
H -0.79 -0.50 2.07  0.436
H -2.15 -2.06 -0.17  0.398
H -0.67 -2.67 0.58  0.377
H -2.10 -2.34 1.57  0.437
H -3.04 0.03 1.38  0.475
H -1.92 1.40 1.25  0.438
H -2.04 0.18 -1.37  0.245
H -2.70 1.73 -0.87  0.320
H -3.70 0.29 -0.81  0.371
Lu 5.15 -2.72 -1.13  0.922

Net charge: +3

---

This record from the Open Molecules 2025 dataset describes 2 unconnected molecules or ions with the total composition C4H10N2O2. The level of theory is wB97M-V/def2-TZVPD.

Each line ends with the Mulliken charge.
Cartesian coordinates (Å):
H 2.25 0.32 0.22  0.194
N 1.33 0.17 -0.22  -0.631
C 0.40 0.62 0.58  0.750
C 0.70 1.24 1.91  -1.313
C -1.05 0.54 0.16  0.581
C -1.39 1.03 -1.21  -1.096
O -1.86 0.04 0.94  -0.552
H 1.19 2.20 1.75  0.339
H -0.22 1.40 2.48  0.373
H 1.36 0.58 2.47  0.356
H -2.43 1.36 -1.23  0.348
H -0.76 1.89 -1.47  0.346
H -1.25 0.23 -1.94  0.269
N 0.35 -2.94 -0.71  -0.468
O 0.58 -1.93 -1.74  -0.438
H -0.65 -3.13 -0.84  0.273
H 0.39 -2.40 0.16  0.248
H 1.08 -1.21 -1.29  0.418

Net charge: 0
Relative energy (zero: lowest compared OMol25 entry of this formula, charge and spin): 379.5 kJ/mol

---

This record from the Open Molecules 2025 dataset describes a molecular structure, CH5NO4Sn. The level of theory is wB97M-V/def2-TZVPD.

Each line ends with the Mulliken charge.
Cartesian coordinates (Å):
Sn -2.71 1.10 -0.99  1.145
O -1.34 -0.89 -2.62  -0.807
H -1.75 -1.77 -2.55  0.215
O -3.03 1.82 1.88  -0.816
H -2.43 1.64 2.63  0.202
C 2.07 -0.54 0.64  -0.706
N 1.09 0.07 -0.28  0.836
O 1.47 0.44 -1.40  -0.500
O -0.07 0.24 0.08  -0.457
H 2.92 -0.92 0.08  0.295
H 1.52 -1.38 1.07  0.311
H 2.26 0.18 1.44  0.281

Net charge: 0
Relative energy (zero: lowest compared OMol25 entry of this formula, charge and spin): 104.2 kJ/mol

---

This record from the Open Molecules 2025 dataset describes a molecular structure, C9H13NOSi. The level of theory is wB97M-V/def2-TZVPD.

Each line ends with the Mulliken charge.
Cartesian coordinates (Å):
C 3.36 0.55 -0.02  -0.784
C 3.43 -0.81 0.07  -0.654
C 2.06 1.13 -0.11  -0.626
C 2.24 -1.54 0.01  -0.623
C 0.89 0.43 -0.15  1.468
C 0.99 -0.96 -0.13  0.431
C -0.77 2.29 -0.10  -1.052
C -2.64 -0.79 -1.51  -1.464
C -2.21 -0.86 1.67  -1.111
N -0.38 0.92 -0.04  0.188
O -0.23 -1.65 -0.28  -0.556
Si -1.48 -0.56 -0.05  0.079
H 4.32 1.07 -0.02  0.326
H 4.33 -1.25 0.21  0.532
H 1.84 2.24 -0.03  0.034
H 2.45 -2.64 0.09  0.273
H 0.10 2.92 -0.61  0.258
H -1.70 2.33 -0.47  0.379
H -0.72 2.60 0.90  0.422
H -2.46 -1.72 -2.02  0.370
H -3.60 -0.80 -1.23  0.515
H -2.66 -0.10 -2.24  0.503
H -1.53 -0.88 2.40  0.407
H -3.07 -0.12 1.89  0.264
H -2.54 -1.83 1.78  0.420

Net charge: 0
Relative energy (zero: lowest compared OMol25 entry of this formula, charge and spin): 0.0 kJ/mol

---

This record from the Open Molecules 2025 dataset describes a molecular structure, C10H17BCaCl2F7LiMgNO12PS. The level of theory is wB97M-V/def2-TZVPD.

Each line ends with the Mulliken charge.
Cartesian coordinates (Å):
N 1.98 0.19 0.39  0.035
C 1.61 0.05 -0.98  -0.925
C 1.41 -1.46 -1.38  0.408
O 1.89 -2.25 -0.32  -0.708
C -0.06 -1.72 -1.74  -0.825
C -0.91 -1.91 -0.52  0.217
C -1.91 -1.02 -0.05  0.752
P -2.48 0.49 -0.73  1.121
O -1.51 1.18 -1.57  -0.769
O -3.17 1.41 0.36  -0.516
O -3.76 0.05 -1.72  -0.598
C -2.44 -1.61 1.18  -0.795
O -3.09 -1.03 2.02  -0.583
O -2.07 -2.96 1.18  -0.509
C -0.86 -2.99 0.39  1.280
O -0.03 -3.91 0.56  -0.962
H 2.92 -0.13 0.59  0.341
H 1.31 -0.22 1.04  0.228
H 2.42 0.45 -1.60  0.392
H 0.73 0.66 -1.20  0.215
H 2.01 -1.71 -2.27  0.484
H 1.89 -3.19 -0.59  0.305
H -0.11 -2.59 -2.42  0.433
H -0.42 -0.87 -2.33  0.423
H -2.74 2.28 0.40  0.380
H -3.55 -0.87 -1.97  0.462
Ca -0.65 -4.68 2.27  1.399
B 1.43 -4.93 -3.35  0.515
F 0.48 -5.83 -3.83  -0.372
F 1.40 -4.94 -1.92  -0.391
F 2.71 -5.28 -3.79  -0.345
F 1.11 -3.61 -3.78  -0.428
C 3.28 4.04 3.98  -0.370
C 2.14 3.20 4.48  -0.282
O 1.24 3.11 3.35  -0.323
S 2.08 3.12 2.02  1.012
O 2.26 1.73 1.60  -0.526
O 1.55 4.09 1.14  -0.478
O 3.46 3.62 2.61  -0.294
H 3.04 5.11 3.98  0.307
H 4.19 3.87 4.55  0.311
H 1.64 3.65 5.34  0.300
H 2.46 2.17 4.72  0.309
C -3.66 1.44 -5.21  0.122
Cl -2.90 0.05 -5.98  -0.146
Cl -5.43 1.34 -5.29  -0.167
H -3.36 1.47 -4.17  -0.123
H -3.34 2.34 -5.72  0.294
F 1.12 6.24 0.82  -0.452
F -1.07 7.25 0.27  -0.730
Li -4.63 -0.45 0.24  0.961
Mg 0.81 7.69 -0.25  1.190
O -1.62 -6.21 5.02  -0.920
H -2.16 -6.64 5.69  0.136
F 3.33 0.71 4.53  -0.795

Net charge: 0

---

This record from the Open Molecules 2025 dataset describes a gas-phase ion, C5H10NO2 (charge +1). The level of theory is wB97M-V/def2-TZVPD.

Each line ends with the Mulliken charge.
Cartesian coordinates (Å):
N 0.76 2.10 1.95  -0.220
C -0.21 1.16 1.59  -0.424
C 0.08 0.13 0.78  -0.192
C -0.93 -0.81 0.26  -0.553
C -0.81 -0.77 -1.37  -0.439
C 0.50 -1.24 -1.78  0.519
O 1.55 -0.70 -1.53  -0.583
O 0.38 -2.27 -2.63  -0.422
H 1.51 2.21 1.25  0.376
H 1.11 1.77 2.85  0.379
H 0.42 3.07 2.06  0.386
H -1.22 1.32 1.93  0.383
H 1.17 -0.11 0.39  0.271
H -2.12 -0.58 0.42  0.299
H -0.76 -1.90 0.66  0.296
H -0.88 0.32 -1.79  0.276
H -1.73 -1.36 -1.89  0.282
H 1.18 -2.35 -3.15  0.367

Net charge: +1
Relative energy (zero: lowest compared OMol25 entry of this formula, charge and spin): 188.3 kJ/mol

---

The records above give, respectively, LUMO energy values of 3.2540, 0.7403, -15.7222, -0.1777, -2.4009, 0.6812, -5.1222, -3.7324 eV.
The records above give, respectively, energy values of -7435.4445, -1460.9708, -1739.4730, -418.3164, -610.8280, -770.2459, -4617.9592, -401.4533 a.u..
The records above give, respectively, M values of 1404.482, 452.595, 335.224, 118.136, 213.765, 179.295, 692.310, 116.140 g/mol.